1.
Entry from the OMol25 dataset: a molecular structure, C7H9N in a non-equilibrium geometry (ωB97M-V with the def2-TZVPD basis set).

The geometry in XYZ format:
```
17
Properties=species:S:1:pos:R:3:lowdin_charge:R:1
H 1.550 1.373 1.081 0.136
C -1.546 0.720 0.553 -0.139
C -1.629 -0.282 -0.507 -0.145
C 0.703 -0.745 -0.888 -0.369
C 1.147 -0.845 0.501 -0.109
H -2.767 -0.383 -0.587 0.109
H 1.905 1.222 -1.145 0.178
H 1.232 -1.313 -1.676 0.132
H 0.643 -1.725 1.111 0.148
C -0.742 -0.845 -1.325 -0.051
C 0.808 0.672 0.563 -0.394
H 2.293 -0.766 0.869 0.154
C -0.445 1.186 1.174 -0.075
H -1.033 -1.441 -2.243 0.125
N 0.856 0.771 -0.928 0.010
H -2.549 0.571 1.298 0.155
H -0.425 1.831 2.150 0.136
```

Summary:
largest force on an atom	5.5	eV/A
E_HOMO	-8.348	eV
Kohn-Sham gap	8.67	eV
LUMO energy	0.326	eV
spin multiplicity	1



2.
Entry from the OMol25 dataset: a molecular structure, C21H28N3O2Sm in a non-equilibrium geometry (ωB97M-V with the def2-TZVPD basis set).

The geometry in XYZ format:
```
55
Properties=species:S:1:pos:R:3:lowdin_charge:R:1
C 1.578 -3.354 2.881 -0.285
C -2.696 3.096 -2.329 -0.022
H 2.693 -3.730 -2.846 0.118
H 1.567 -2.204 -4.223 0.116
H 0.695 0.736 3.547 0.094
C -2.318 3.958 0.010 -0.017
C 1.344 0.840 2.672 -0.233
C -2.012 0.197 2.137 -0.179
H -2.175 2.710 -3.230 0.083
H 1.030 -3.866 -0.472 0.118
C 1.176 1.761 1.597 -0.190
C 1.534 -3.165 -1.152 -0.114
H 1.221 -4.657 -2.694 0.120
H -2.763 3.111 0.553 0.084
C 1.635 -3.650 -2.596 -0.139
C -1.364 -0.902 2.783 -0.234
C -0.332 4.240 -1.689 -0.047
H -0.907 -1.837 -2.623 0.127
H -3.384 3.888 -2.620 0.081
O -0.871 2.262 -1.159 -0.138
C -1.567 -2.071 1.955 -0.281
C 1.737 -4.268 4.994 -0.391
H 0.159 -3.211 -4.125 0.118
N 1.416 -2.694 1.898 -0.056
H -2.646 -2.321 0.001 0.082
H 1.222 2.584 -1.795 0.087
H 2.472 -2.801 -0.729 0.111
C -2.686 -0.275 0.974 -0.151
H -3.279 2.250 -1.938 0.089
H -2.031 1.223 2.492 0.089
C 3.068 0.514 1.150 -0.217
H 0.099 4.629 -0.731 0.120
H 0.390 2.509 1.528 0.089
H 2.979 -0.658 3.095 0.098
H -1.286 -3.118 2.173 0.093
N 1.690 -4.386 6.160 0.096
C 2.533 0.082 2.415 -0.243
O 0.649 -1.892 -1.191 -0.416
N 1.847 -4.275 3.695 0.098
H -3.151 4.631 -0.264 0.092
C 0.172 -1.652 -2.636 -0.068
C 0.888 -2.675 -3.512 -0.147
H 0.385 -0.612 -2.925 0.127
H -0.310 4.941 -2.506 0.099
H -1.612 4.502 0.662 0.085
H -0.060 2.582 -3.060 0.103
C -1.663 3.487 -1.266 -0.537
C 2.257 1.592 0.679 -0.188
H -0.850 -0.869 3.762 0.099
C 0.180 2.818 -2.013 -0.167
H 2.504 2.260 -0.150 0.081
H -3.465 0.267 0.424 0.089
C -2.331 -1.655 0.810 -0.215
Sm 0.652 -1.010 0.744 1.699
H 3.988 0.139 0.684 0.091
```

Summary:
expectation value of S²	8.764
largest force on an atom	5.8	eV/A
E_HOMO (spin up / spin down)	-7.502 / -7.550	eV
Kohn-Sham gap (spin up / spin down)	7.19 / 7.25	eV
LUMO energy (spin up / spin down)	-0.310 / -0.297	eV
spin multiplicity	6



Per-record energy above the lowest of the compared OMol25 structures with the same formula, charge and spin, kJ/mol: 535.0 219.1